Entry 1:
This record from the Open Molecules 2025 dataset describes a molecular structure, C43H60BiBrCl2FN3O6PSe in a non-equilibrium geometry. The level of theory is wB97M-V/def2-TZVPD.

Values from the calculation:
Charge = -1
Orbital gap = 6.5 eV
HOMO energy = -0.1892 hartree

CARTESIAN COORDINATES (ANGSTROEM)
Bi  -2.29671  -0.45093  -0.03624
C  5.61309  -1.59835  0.21003
C  4.72462  -1.44656  -1.03475
C  5.00510  -2.60701  -1.99945
C  5.10998  -0.14165  -1.73253
C  3.25668  -1.46082  -0.61158
C  2.39805  -0.39496  -0.81441
C  1.08717  -0.45445  -0.35905
Se  -0.05572  1.06922  -0.60556
C  0.18644  1.66531  1.21380
C  1.32403  2.39641  1.51351
C  1.59035  2.76400  2.82207
C  0.71475  2.27508  3.79228
C  -0.41599  1.51158  3.53440
C  -0.77010  1.26965  2.17727
O  -1.93703  0.77305  1.84065
C  -1.19772  0.97207  4.74978
C  -2.29831  -0.03985  4.40799
C  -0.20872  0.24202  5.67689
C  -1.83550  2.14605  5.50500
C  2.77923  3.63369  3.22688
C  3.60855  4.05944  2.01485
C  3.69289  2.85520  4.18423
C  2.26246  4.90109  3.92300
C  0.56382  -1.55864  0.33220
O  -0.65804  -1.57448  0.82921
C  1.42751  -2.67150  0.51408
C  2.72946  -2.57833  0.04713
C  0.90097  -3.94717  1.17971
C  0.40206  -3.65014  2.60434
C  -0.25782  -4.50965  0.33593
C  1.97835  -5.02834  1.27958
H  6.67204  -1.54849  -0.06277
H  5.39979  -0.80128  0.92550
H  5.43344  -2.55308  0.70743
H  6.05730  -2.60845  -2.30105
H  4.78222  -3.56989  -1.53705
H  4.38682  -2.51491  -2.89588
H  6.16861  -0.17014  -2.00289
H  4.53052  0.00685  -2.64808
H  4.95149  0.72077  -1.08078
H  2.72643  0.51133  -1.30827
H  1.98312  2.67153  0.70010
H  0.93854  2.49797  4.83055
H  -1.90559  -0.87424  3.82493
H  -2.71347  -0.43167  5.34166
H  -3.10105  0.40759  3.82815
H  0.30507  -0.54967  5.12691
H  0.54739  0.91029  6.09373
H  -0.74910  -0.21335  6.51152
H  -2.57483  2.64956  4.87618
H  -2.34440  1.78746  6.40516
H  -1.08787  2.88440  5.80540
H  4.02364  3.19313  1.49338
H  3.00693  4.63520  1.30747
H  4.44137  4.68634  2.34345
H  4.07165  1.95464  3.69510
H  4.54533  3.47045  4.48903
H  3.15670  2.54577  5.08328
H  1.59933  5.45431  3.25367
H  1.69836  4.65647  4.82518
H  3.09504  5.55333  4.20506
H  3.38469  -3.42459  0.20848
H  -0.43927  -2.96171  2.58329
H  0.07503  -4.57953  3.07915
H  1.20092  -3.21177  3.21028
H  -1.07485  -3.79499  0.26042
H  0.08691  -4.74493  -0.67485
H  -0.64984  -5.42140  0.79574
H  2.82649  -4.70486  1.89038
H  1.54453  -5.91205  1.75282
H  2.34749  -5.32765  0.29467
F  -1.53509  -1.53986  -1.80822
Cl  -3.35280  5.40364  2.54870
C  -2.55228  4.02788  1.74759
Cl  -1.51517  4.54343  0.41577
H  -3.30684  3.36605  1.34131
H  -1.93426  3.52564  2.48150
O  -3.18338  1.93222  -1.08835
C  -3.80964  2.17081  -2.13105
O  -3.39906  1.92606  -3.29245
H  -4.81803  2.62489  -2.04606
Br  -7.50710  -2.70477  0.91434
C  -6.69637  -2.07507  -0.68670
C  -7.50492  -1.40290  -1.58875
C  -6.95746  -0.92346  -2.76851
C  -5.61080  -1.12313  -3.02963
C  -4.80976  -1.78662  -2.10874
C  -5.33850  -2.27024  -0.91349
C  -4.46470  -3.03102  0.07977
O  -4.62719  -4.24145  0.13143
O  -3.66227  -2.31699  0.78208
H  -8.55376  -1.25908  -1.36607
H  -7.58277  -0.39841  -3.48035
H  -5.17645  -0.74820  -3.94428
H  -3.75738  -1.94587  -2.32898
C  -0.13032  -1.06241  -5.73349
N  0.85261  -0.40873  -4.77244
C  1.18196  0.98483  -5.29427
N  0.00790  1.75693  -5.49484
C  -0.90622  1.06600  -6.40080
N  -1.28200  -0.25663  -5.91624
C  -2.14185  -0.18020  -4.71550
P  -1.38237  0.69968  -3.25491
C  0.23553  -0.31659  -3.39862
C  -0.66714  2.12743  -4.22908
H  -0.39814  -2.02766  -5.30651
H  0.39559  -1.20341  -6.67996
H  1.70622  -0.96500  -4.73629
H  1.71990  0.85149  -6.23510
H  1.82765  1.45363  -4.55332
H  -0.41817  0.95603  -7.37360
H  -1.80564  1.66766  -6.51259
H  -2.41334  -1.19404  -4.41298
H  -3.05242  0.35290  -4.97937
H  0.00727  -1.32669  -3.04832
H  0.98224  0.10648  -2.72209
H  0.04719  2.65277  -3.59059
H  -1.48128  2.81216  -4.45767



Entry 2:
This record from the Open Molecules 2025 dataset describes a molecular structure, C43H60ClCsNO9P3Si in a non-equilibrium geometry. The level of theory is wB97M-V/def2-TZVPD.

Values from the calculation:
Charge = -2
Orbital gap = 4.4 eV
HOMO energy = -0.0292 hartree

CARTESIAN COORDINATES (ANGSTROEM)
Cs  -0.12399  0.79441  0.16809
C  5.72089  0.58794  -1.94332
C  4.55898  0.42937  -0.96825
C  4.96170  -0.49437  0.17567
P  2.92081  -0.12477  -1.66082
C  2.80273  0.86108  -3.22208
C  2.71903  2.34685  -2.87512
C  1.56121  0.42241  -3.98709
C  3.29433  -1.82772  -2.32123
C  4.15202  -2.01095  -3.40964
C  4.38596  -3.26749  -3.94748
C  3.75036  -4.36798  -3.38853
C  2.89928  -4.19891  -2.30842
C  2.63427  -2.94231  -1.73868
Si  1.26474  -2.61879  -0.38250
C  2.17658  -3.03178  1.28077
C  3.48844  -3.51928  1.34898
C  4.21505  -3.55087  2.53099
C  3.63734  -3.09238  3.70426
C  2.31786  -2.65999  3.68616
C  1.57498  -2.64684  2.51024
P  -0.21406  -2.16419  2.43525
C  -1.03558  -3.79230  2.76536
C  -0.45821  -4.69346  3.85053
C  -2.54774  -3.61810  2.92571
C  -0.56038  -1.03203  3.87548
C  -0.65194  -1.57032  5.30309
C  -1.86437  -0.27972  3.54758
C  0.15562  -4.20520  -0.56570
C  0.48196  -5.47178  -0.05424
C  -0.39148  -6.54461  -0.10016
C  -1.64579  -6.37990  -0.67755
C  -1.99676  -5.14750  -1.20181
C  -1.12335  -4.05549  -1.14881
P  -1.55470  -2.39864  -1.88584
C  -0.80647  -2.65339  -3.57250
C  -1.05639  -4.00396  -4.23184
C  -1.15358  -1.51926  -4.53789
C  -3.40023  -2.54105  -2.12177
C  -4.05510  -2.66267  -0.74266
C  -3.93983  -1.26395  -2.78007
H  6.57887  1.03642  -1.43159
H  5.48835  1.22068  -2.80244
H  6.04659  -0.38442  -2.32090
H  4.32811  1.40743  -0.53234
H  5.26226  -1.47083  -0.21443
H  4.15737  -0.65556  0.89148
H  5.80884  -0.06819  0.71994
H  3.68046  0.69781  -3.85801
H  1.89808  2.54884  -2.18491
H  2.54600  2.94327  -3.77652
H  3.62660  2.71442  -2.39581
H  0.65650  0.59492  -3.39747
H  1.58528  -0.64063  -4.23235
H  1.45561  0.98632  -4.91871
H  4.63760  -1.15523  -3.86356
H  5.05018  -3.38074  -4.79684
H  3.91535  -5.35870  -3.79969
H  2.40454  -5.07315  -1.89770
H  3.97112  -3.83960  0.43136
H  5.23934  -3.90729  2.52847
H  4.20276  -3.07050  4.62894
H  1.87565  -2.31432  4.60985
H  -0.88684  -4.30471  1.80911
H  -0.55700  -4.25781  4.84596
H  0.60025  -4.89790  3.68429
H  -0.98929  -5.65208  3.85685
H  -2.81034  -3.27152  3.92849
H  -3.05611  -4.57395  2.76701
H  -2.96187  -2.90456  2.21270
H  0.26618  -0.31438  3.81221
H  -1.48025  -2.27522  5.40144
H  -0.85288  -0.74705  5.99704
H  0.24674  -2.07764  5.64736
H  -2.72274  -0.93624  3.70514
H  -1.89978  0.04076  2.50609
H  -1.98993  0.60510  4.17409
H  1.44844  -5.59994  0.42410
H  -0.10485  -7.50300  0.31977
H  -2.34615  -7.20647  -0.71712
H  -2.97341  -5.03790  -1.65544
H  0.26621  -2.57867  -3.34812
H  -2.12824  -4.18774  -4.35749
H  -0.64528  -4.82733  -3.65021
H  -0.60046  -4.03251  -5.22699
H  -2.12425  -1.69695  -5.00585
H  -0.41324  -1.46428  -5.34044
H  -1.19446  -0.54181  -4.05606
H  -3.68064  -3.40544  -2.73575
H  -3.86541  -1.76480  -0.14738
H  -3.70972  -3.52108  -0.16728
H  -5.14104  -2.74119  -0.85206
H  -3.46232  -0.37420  -2.35979
H  -5.01387  -1.17306  -2.59986
H  -3.78160  -1.24032  -3.85699
O  1.33492  2.37973  2.76292
Cl  2.23646  1.74314  1.81837
O  3.61447  1.90401  2.21056
O  2.02126  2.34491  0.49731
O  1.89791  0.32888  1.73334
O  -2.32366  2.52507  1.81159
C  -2.30601  3.65352  1.36149
C  -2.50233  4.06024  -0.03755
C  -2.72294  5.41507  -0.24050
C  -3.01126  5.89979  -1.49709
C  -3.08068  5.03590  -2.60498
C  -2.84554  3.70484  -2.44473
C  -2.51096  3.13096  -1.15563
O  -2.21393  1.92240  -1.03242
N  -3.26002  7.31995  -1.67810
O  -3.50865  7.72209  -2.81245
O  -3.17158  8.06141  -0.70486
H  -2.14012  4.50442  2.05371
H  -2.67838  6.09867  0.59817
H  -3.31620  5.44834  -3.57620
H  -2.87666  3.02824  -3.28849
O  -4.35443  0.79572  0.57066
H  -3.83022  0.96068  -0.22982
H  -3.77057  1.20073  1.22926